Formula: C16H20NO3
Source: OMol25
Level of theory: ωB97M-V/def2-TZVPD

Cartesian coordinates (Å):
1 C 3.6631 -0.8823 3.1600
2 C 2.3265 -0.1735 3.1087
3 C 1.1318 -0.9688 2.7210
4 C -0.1491 -0.4828 2.7541
5 O 2.2137 1.0228 3.3974
6 H 3.6109 -1.9667 3.2557
7 H 4.1779 -0.6315 2.2380
8 H 4.2917 -0.4894 3.9533
9 H 1.2637 -2.0191 2.4188
10 H -0.9868 -1.2152 2.8451
11 H -0.3437 0.5049 3.1902
12 C -1.9455 -3.7441 -1.7373
13 C -2.6940 -2.8450 -0.8107
14 O -1.7775 -1.7188 -0.4720
15 C -2.0341 -1.1747 0.7162
16 C -1.2495 0.1437 1.0397
17 C -2.1140 1.1069 1.8370
18 N -0.5240 0.5961 0.0187
19 C -0.2244 1.8024 -0.3812
20 C 0.4361 2.0987 -1.6569
21 C 0.8350 3.4012 -2.0580
22 C 1.5003 3.6024 -3.2753
23 C 1.7791 2.5135 -4.1202
24 C 1.3864 1.2292 -3.7326
25 C 0.7150 1.0172 -2.5218
26 O -2.8181 -1.6528 1.5275
27 H -2.5808 -4.4986 -2.1936
28 H -1.4934 -3.1708 -2.5412
29 H -1.1573 -4.2982 -1.2329
30 H -3.5789 -2.4312 -1.3172
31 H -2.9966 -3.3631 0.1062
32 H -2.6790 0.5551 2.5978
33 H -1.4614 1.8596 2.3024
34 H -2.8417 1.6676 1.2210
35 H -0.4565 2.6902 0.2500
36 H 0.6404 4.2482 -1.3978
37 H 1.8119 4.5968 -3.5700
38 H 2.3033 2.6731 -5.0636
39 H 1.6051 0.3756 -4.3692
40 H 0.4144 0.0213 -2.2073

Forces on the atoms, in the same order (eV/Å):
C 0.23 0.17 -0.02
C -2.38 -0.21 -0.30
C 1.54 -0.28 0.05
C -1.00 -0.42 0.48
O 0.73 -0.35 0.04
H -0.22 0.05 -0.10
H 0.15 -0.10 -0.32
H -0.09 0.15 0.24
H 0.16 0.45 0.25
H 0.83 0.71 0.11
H 0.39 -0.56 -0.05
C 0.48 -0.40 -0.39
C 0.52 0.72 0.36
O -1.13 -1.45 -0.63
C 0.99 2.24 1.73
C -1.89 -1.06 -0.15
C -0.05 0.20 -0.07
N 0.84 0.95 -2.38
C -0.61 -0.10 1.73
C 0.48 -0.55 -0.37
C -0.01 -0.58 -0.08
C -0.24 -0.79 0.14
C -0.12 0.29 0.35
C -0.31 0.07 0.51
C 0.42 0.59 -0.52
O 0.12 0.03 -0.54
H -0.35 0.00 -0.02
H 0.09 0.09 -0.12
H 0.16 0.14 0.17
H 0.23 0.08 0.33
H 0.04 0.32 -0.23
H 0.23 0.24 -0.06
H -0.28 -0.12 0.07
H 0.19 -0.25 -0.05
H -0.01 -0.35 -0.31
H 0.02 -0.21 -0.13
H -0.03 0.04 0.05
H -0.13 -0.04 0.24
H -0.01 0.11 0.02
H 0.03 0.17 -0.02

Values from the calculation:
Relative energy (zero: lowest compared OMol25 entry of this formula, charge and spin) ... 55.0 kJ/mol
Highest occupied orbital energy ... -2.72 eV
Net charge ... -1
Strongest force on any atom ... 2.99 eV Å⁻¹
Total energy ... -902.1288 Ha